(1)
# C2H5N4O2

A cluster of 2 separate species, C2H5N4O2 in total at a distorted geometry (ωB97M-V/def2-TZVPD, OMol25).

Each line ends with the Mulliken charge.
Atoms and positions in Å:
C -1.258 -0.720 -0.441  -0.88
C -1.174 0.033 0.924  -0.34
N 1.843 1.195 -0.013  0.20
N -1.296 1.402 1.003  -0.44
N 1.238 1.653 0.861  -0.51
N 2.111 0.162 -0.824  0.83
O 2.985 -0.636 -0.299  -0.72
O 1.886 0.272 -2.017  -0.67
H -0.706 -1.595 -0.255  0.24
H -2.304 -0.855 -0.400  0.36
H -0.939 -0.253 -1.437  0.25
H -0.247 -0.307 1.419  0.34
H -2.140 -0.350 1.479  0.34

Atoms 1-3, force components in eV/Å:
C 0.13 2.07 -0.65
C -0.68 -0.43 0.53
N 1.55 2.28 -0.11

Calculated values
HOMO-LUMO gap (alpha / beta) ... 5.76 / 5.60 eV
Multiplicity ... 1
Charge ... -1
LUMO energy (alpha / beta) ... 3.32 / 3.22 eV

---

(2)
# C2H2Br6

A structure of composition C2H2Br6 (ωB97M-V/def2-TZVPD, OMol25).

Each line ends with the Mulliken charge.
Atoms and positions in Å:
C 2.204 -1.687 -0.083  -0.35
Br 0.488 -1.118 -0.784  0.04
Br 2.739 -3.453 -0.729  -0.02
Br 2.202 -1.687 1.867  -0.01
H 2.934 -0.957 -0.395  0.37
C -2.084 1.637 -0.036  -0.03
Br -0.513 2.617 0.599  0.00
Br -2.883 2.662 -1.509  -0.01
Br -3.313 1.330 1.426  0.00
H -1.774 0.655 -0.356  0.01

Atoms 1-3, force components in eV/Å:
C -0.17 -0.47 0.46
Br 0.35 -0.25 0.02
Br -0.23 0.69 0.06

Calculated values
HOMO-LUMO gap ... 9.94 eV
Multiplicity ... 1
LUMO energy ... -0.38 eV

---

(3)
# C4H8O2

An isolated molecule of C4H8O2 at a distorted geometry (ωB97M-V/def2-TZVPD, OMol25).

Each line ends with the Mulliken charge.
Atoms and positions in Å:
C -1.970 -0.018 0.371  -1.15
C -0.696 0.068 -0.512  0.33
C 0.207 1.227 -0.056  -0.39
O 1.522 0.583 0.077  -0.38
C 1.187 -0.786 0.299  -0.21
O -0.008 -1.072 -0.403  -0.38
H -2.369 1.014 0.527  0.32
H -1.569 -0.557 1.429  0.19
H -2.734 -0.686 -0.044  0.35
H -1.051 0.139 -1.624  0.25
H 0.403 2.220 -0.606  0.26
H -0.114 1.417 1.034  0.27
H 1.953 -1.464 -0.033  0.22
H 0.995 -1.108 1.319  0.29

Atoms 1-3, force components in eV/Å:
C 1.38 -0.59 2.23
C -3.73 2.24 -2.45
C 1.47 0.49 2.06

Calculated values
HOMO-LUMO gap ... 10.71 eV
Multiplicity ... 1
LUMO energy ... 1.02 eV

---

(4)
# C2H3NO3

An isolated molecule of C2H3NO3 at a distorted geometry (ωB97M-V/def2-TZVPD, OMol25).

Each line ends with the Mulliken charge.
Atoms and positions in Å:
O 1.641 1.177 0.461  -0.41
C 0.942 0.731 1.323  0.21
O -0.030 -0.124 1.210  -0.24
C -0.429 -0.409 -0.020  0.08
N 0.000 0.131 -1.124  -0.06
O -0.743 -0.131 -2.150  -0.32
H 1.018 1.087 2.463  0.26
H -1.137 -1.330 -0.170  0.14
H -1.262 -1.133 -1.993  0.32

Atoms 1-3, force components in eV/Å:
O -0.29 -0.40 0.66
C 2.78 3.40 2.89
O -1.06 -1.41 0.53

Calculated values
HOMO-LUMO gap ... 10.20 eV
Multiplicity ... 1
LUMO energy ... 0.52 eV

---

(5)
# C4H16NO4S2

A cluster of 4 separate species, C4H16NO4S2 in total at a distorted geometry (ωB97M-V/def2-TZVPD, OMol25).

Each line ends with the Mulliken charge.
Atoms and positions in Å:
N -2.592 -0.496 -1.795  -0.71
C -1.631 0.385 -1.163  0.50
C -0.376 -0.534 -0.830  -0.92
O -0.695 -1.391 0.221  -0.63
C -2.030 1.144 0.116  -0.69
S -2.014 2.927 -0.209  -0.13
S -0.261 3.783 0.303  -0.10
C 1.095 3.008 -0.622  -0.63
H -3.499 -0.335 -1.357  0.24
H -2.224 -1.428 -1.688  0.31
H -1.269 1.162 -1.919  0.19
H 0.549 0.014 -0.625  0.34
H -0.359 -1.068 -1.862  0.27
H -2.953 0.833 0.586  0.50
H -1.256 0.762 0.827  0.24
H 1.823 2.667 0.125  0.27
H 1.487 3.725 -1.335  0.34
H 0.813 2.079 -1.135  0.08
H 2.807 -1.596 0.135  0.47
H 3.564 -0.815 1.011  0.29
O 3.658 -1.055 0.078  -0.71
H 1.679 -2.995 0.440  0.21
H 0.242 -1.882 0.559  0.43
O 1.503 -2.280 1.062  -1.13
H 0.038 -2.640 3.031  0.27
H 1.195 -1.881 2.590  0.42
O 0.709 -2.092 3.457  -0.71

Atoms 1-3, force components in eV/Å:
N -0.62 0.97 0.19
C 2.23 0.37 -0.50
C -1.60 -0.44 -1.63

Calculated values
HOMO-LUMO gap ... 8.41 eV
Multiplicity ... 1
Charge ... -1
LUMO energy ... 2.92 eV

---

(6)
# C28H52ClOPYb

A structure of composition C28H52ClOPYb at a distorted geometry (ωB97M-V/def2-TZVPD, OMol25).

Each line ends with the Löwdin spin population.
Atoms and positions in Å:
Yb 1.579 -0.256 1.481  0.91
P -0.088 0.647 -2.462  0.00
Cl 1.652 2.091 0.683  0.00
C -0.948 0.025 -1.075  0.00
H -1.887 -0.504 -1.306  0.00
H -0.988 0.756 -0.253  0.00
C 1.770 0.813 -2.609  0.00
C -0.809 2.353 -2.688  0.00
C 2.290 0.967 -4.050  0.00
H 1.933 1.752 -2.055  0.00
C 3.781 1.335 -4.080  0.00
H 2.151 0.017 -4.591  0.00
H 1.723 1.726 -4.607  0.00
C 4.660 0.352 -3.302  0.00
H 4.122 1.362 -5.120  0.00
H 3.924 2.344 -3.670  0.00
C 4.093 0.029 -1.917  0.01
H 4.749 -0.581 -3.873  0.00
H 5.674 0.758 -3.195  0.00
C 2.589 -0.278 -1.906  0.01
H 4.636 -0.819 -1.476  0.01
H 4.250 0.891 -1.251  0.00
H 2.392 -1.245 -2.389  0.00
H 2.315 -0.348 -0.842  0.01
C -0.681 -0.448 -3.824  0.00
C -2.320 2.274 -2.955  0.00
H -0.626 2.764 -1.680  0.00
C -2.996 3.644 -2.838  0.00
H -2.479 1.889 -3.973  0.00
H -2.829 1.597 -2.259  0.00
C -2.317 4.693 -3.729  0.00
H -4.063 3.544 -3.089  0.00
H -2.944 3.957 -1.784  0.00
C -0.789 4.716 -3.603  0.00
H -2.592 4.505 -4.777  0.00
H -2.712 5.679 -3.467  0.00
C -0.144 3.326 -3.679  0.00
H -0.361 5.360 -4.379  0.00
H -0.529 5.177 -2.642  0.00
H -0.243 2.935 -4.703  0.00
H 0.929 3.415 -3.462  0.00
C 0.070 -1.781 -3.815  0.00
H -1.731 -0.637 -3.542  0.00
C -0.586 -2.776 -4.778  0.00
H 1.111 -1.610 -4.123  0.00
H 0.108 -2.206 -2.800  0.00
C -0.807 -2.214 -6.188  0.00
H 0.029 -3.682 -4.827  0.00
H -1.557 -3.075 -4.358  0.00
C -1.396 -0.803 -6.204  0.00
H 0.151 -2.214 -6.723  0.00
H -1.475 -2.886 -6.734  0.00
C -0.696 0.158 -5.238  0.00
H -1.356 -0.390 -7.216  0.00
H -2.459 -0.859 -5.936  0.00
H 0.331 0.343 -5.584  0.00
H -1.206 1.132 -5.256  0.00
C 0.078 -3.119 -0.182  0.00
C -1.233 -2.776 -0.452  0.00
H 0.840 -3.123 -0.972  0.00
C -2.277 -2.659 0.635  0.00
H -1.514 -2.551 -1.484  0.00
C -1.764 -2.919 2.075  0.00
H -2.780 -1.678 0.614  0.00
H -3.077 -3.403 0.484  0.00
C -0.641 -3.958 2.087  0.00
H -1.388 -1.960 2.474  0.00
H -2.584 -3.210 2.763  0.00
C 0.547 -3.539 1.179  0.01
H -0.287 -4.095 3.115  0.00
H -1.051 -4.938 1.778  0.00
H 1.163 -2.765 1.710  0.01
H 1.264 -4.377 1.116  0.00
C -1.540 0.532 4.524  0.00
C -0.392 0.854 3.601  0.00
C 0.877 1.364 4.257  0.00
O -0.072 -0.310 2.887  0.01
H -1.264 -0.286 5.196  0.00
H -2.415 0.213 3.951  0.00
H -1.801 1.417 5.104  0.00
H -0.707 1.633 2.891  0.00
H 1.363 0.557 4.818  0.00
H 1.594 1.732 3.510  0.00
H 0.642 2.194 4.926  0.00

Atoms 1-3, force components in eV/Å:
Yb -0.79 -0.66 1.25
P -1.98 -0.55 0.88
Cl -0.03 0.75 -0.45

Calculated values
HOMO-LUMO gap (alpha / beta) ... 3.07 / 3.39 eV
Multiplicity ... 2
Charge ... -1
LUMO energy (alpha / beta) ... 2.38 / 2.38 eV